1.
ORCA calculation (the ωB97M-V functional and the def2-TZVPD basis) on an isolated molecule of C4H5NO2 in a non-equilibrium geometry.

XYZ file:
```
12
Properties=species:S:1:pos:R:3
H 0.748 2.167 1.170
N 0.875 1.265 1.621
C 0.997 0.356 0.742
C 0.724 0.376 -0.715
C -0.326 -0.452 -0.797
O -1.203 -0.718 -1.775
C -0.570 -0.979 0.601
O 0.745 -0.943 1.163
H 1.087 1.099 -1.432
H -1.016 -0.144 -2.530
H -1.055 -0.129 1.156
H -1.105 -1.918 0.741
```

The structure (SMILES) is [H]/N=C1\C=C(O)CO1. The calculation puts the energy above the lowest of the compared OMol25 structures with the same formula, charge and spin at 237.08 kJ/mol. Its total energy is -9811.8576 eV. The lowest unoccupied orbital energy is 0.44 eV.

Löwdin atomic charge list, values in e, 6 entries:
1 H 0.059
2 N 0.170
3 C -0.452
4 C 0.042
5 C -0.306
6 O 0.096

=====

2.
ORCA calculation (the ωB97M-V functional and the def2-TZVPD basis) on the ion C6H10NO with charge +1 in a non-equilibrium geometry.

XYZ file:
```
18
Properties=species:S:1:pos:R:3
C 1.092 -0.759 0.781
C -0.263 -0.190 0.426
C -1.095 -1.370 -0.091
N 0.015 0.572 -0.839
C -1.182 1.222 -1.490
C -0.434 2.386 -1.800
C 0.280 1.959 -0.711
O 0.743 2.501 0.417
H 1.637 -1.161 -0.023
H 1.609 0.018 1.271
H 0.940 -1.703 1.480
H -0.891 0.353 1.136
H -0.527 -2.172 -0.453
H -1.802 -1.130 -0.819
H -1.732 -1.570 0.752
H 0.566 0.180 -1.642
H -0.710 3.287 -2.369
H 0.821 3.443 0.509
```

The structure (SMILES) is CC(C)[N@H+]1C2=C[C@]21O. The net charge is +1. The calculation puts the energy above the lowest of the compared OMol25 structures with the same formula, charge and spin at 454.86 kJ/mol. Its total energy is -9909.6792 eV. The lowest unoccupied orbital energy is -4.11 eV.

Löwdin atomic charge list, values in e, 6 entries:
1 C -0.033
2 C -0.313
3 C -0.039
4 N -0.015
5 C 0.190
6 C 0.089

=====

3.
ORCA calculation (the ωB97M-V functional and the def2-TZVPD basis) on a structure of composition C42H47Ge2KN4O7.

XYZ file:
```
103
Properties=species:S:1:pos:R:3
K 0.487 -1.374 1.306
O 2.689 -2.277 1.705
C 3.279 -3.386 1.552
C 4.705 -3.483 1.646
C 5.383 -4.673 1.508
C 4.708 -5.873 1.281
C 3.325 -5.828 1.210
C 2.591 -4.646 1.317
C 1.121 -4.814 1.270
N 0.252 -3.914 1.081
C -1.163 -4.220 1.213
C -1.979 -3.877 -0.038
N -1.887 -2.489 -0.517
C -2.519 -1.558 0.074
C -3.372 -1.631 1.302
C -4.697 -2.030 1.257
C -5.469 -2.094 2.413
C -4.867 -1.764 3.629
C -3.549 -1.359 3.703
C -2.744 -1.246 2.535
O -1.536 -0.844 2.531
H 5.240 -2.562 1.853
H 6.467 -4.675 1.593
H 5.241 -6.809 1.185
H 2.769 -6.750 1.062
H 0.791 -5.856 1.438
H -1.568 -3.638 2.046
H -1.316 -5.289 1.437
H -3.021 -4.140 0.174
H -1.631 -4.508 -0.859
H -2.382 -0.564 -0.370
H -5.139 -2.297 0.300
H -6.505 -2.405 2.376
H -5.449 -1.824 4.544
H -3.093 -1.098 4.651
O 2.689 2.223 2.196
C 2.135 1.265 1.447
O 0.953 1.033 1.494
C 3.087 0.533 0.528
C 4.458 0.657 0.691
C 5.281 -0.148 -0.077
C 4.697 -1.020 -0.977
C 3.312 -1.017 -1.107
N 2.515 -0.253 -0.377
C 2.603 -1.958 -2.054
O 3.315 -2.316 -3.161
O 1.503 -2.372 -1.880
H 1.970 2.649 2.689
H 4.857 1.331 1.435
H 6.354 -0.125 0.057
H 5.310 -1.731 -1.517
H 4.172 -1.875 -3.153
C -0.962 3.515 -3.243
Ge -2.013 2.902 -1.711
C -3.520 1.826 -2.350
C -2.833 4.575 -1.032
Ge -0.884 2.160 0.322
C -2.175 2.205 1.778
C -1.773 2.303 3.112
C -2.697 2.340 4.144
C -4.055 2.258 3.867
C -4.475 2.120 2.555
C -3.542 2.090 1.527
C 0.285 3.730 0.509
C 0.233 4.656 1.555
C 1.197 5.649 1.685
C 2.243 5.738 0.775
C 2.307 4.833 -0.276
C 1.342 3.844 -0.402
H -1.400 4.449 -3.602
H -0.998 2.773 -4.042
H 0.080 3.699 -2.989
H -3.845 2.205 -3.323
H -4.364 1.899 -1.664
H -3.258 0.774 -2.460
H -3.539 4.964 -1.772
H -2.055 5.325 -0.874
H -3.360 4.426 -0.090
H -0.717 2.316 3.358
H -2.354 2.405 5.170
H -4.777 2.264 4.674
H -5.528 2.009 2.326
H -3.899 1.954 0.513
H -0.580 4.611 2.271
H 1.131 6.359 2.502
H 3.000 6.505 0.886
H 3.118 4.891 -0.994
H 1.410 3.131 -1.219
C -0.996 -1.169 -3.453
N 0.172 -0.539 -4.061
C 0.746 -1.163 -5.234
C 0.758 0.476 -3.384
C 2.058 1.049 -3.920
O 0.252 0.941 -2.372
H -1.895 -0.571 -3.619
H -0.857 -1.311 -2.382
H -1.134 -2.148 -3.908
H -0.058 -1.473 -5.903
H 1.341 -2.044 -4.976
H 1.373 -0.463 -5.781
H 1.871 1.659 -4.806
H 2.785 0.283 -4.191
H 2.470 1.685 -3.140
```

The net charge is -1. The calculation puts the energy above the lowest of the compared OMol25 structures with the same formula, charge and spin at 221.59 kJ/mol. Its total energy is -193968.8713 eV. Its multiplicity is 2. The lowest unoccupied orbital energy (alpha / beta) is 1.79 / 1.64 eV.

Löwdin atomic charge list, values in e, 6 entries:
1 K 0.805
2 O -0.183
3 C -0.407
4 C -0.052
5 C -0.137
6 C -0.147